C19H24ClMoNS | the ωB97M-V functional and the def2-TZVPD basis

## Properties
HOMO-LUMO gap (alpha / beta), eV: 4.2 / 5.9
Energy, eV: -46779.626
Max |F|, eV Å⁻¹: 2.27
Charge: +2
Multiplicity: 3
⟨S²⟩: 2.03

Geometry (Å):
C (-0.52154, 0.33646, -5.42615)
C (0.86307, 0.84669, -5.38629)
C (-0.76748, -1.08615, -5.73384)
C (-1.65074, 1.28749, -5.42081)
Cl (-0.66685, -0.20109, -1.72579)
H (-0.77700, -1.22076, -6.82459)
H (-1.73417, -1.42562, -5.35493)
H (0.01546, -1.73347, -5.33227)
H (1.18106, 1.10070, -6.40738)
H (1.56336, 0.10188, -5.00179)
H (0.94746, 1.75408, -4.78374)
H (-1.83656, 1.62844, -6.44897)
H (-1.43761, 2.17255, -4.81732)
H (-2.57228, 0.82666, -5.05788)
C (0.81501, -1.36847, 2.31088)
C (0.17315, -2.47405, 1.65734)
C (0.61874, -2.47911, 0.28451)
H (-0.39614, -3.26476, 2.17032)
C (1.51967, -1.37425, 0.09950)
C (1.65858, -0.71066, 1.34419)
H (2.32470, 0.13822, 1.53676)
H (0.76204, -1.16081, 3.38544)
H (0.43440, -3.27697, -0.43978)
H (2.07633, -1.12880, -0.81565)
C (-2.67951, 0.41675, 1.85220)
C (-2.45987, -0.93701, 2.29426)
C (-2.74829, -1.81878, 1.18780)
H (-2.28719, -1.24027, 3.33878)
C (-3.07419, -1.00864, 0.05345)
C (-3.00415, 0.37102, 0.45490)
H (-3.25523, 1.24464, -0.16427)
H (-2.68759, 1.31821, 2.48380)
H (-2.85273, -2.91516, 1.25344)
H (-3.44219, -1.37420, -0.91359)
Mo (-0.77325, -0.59138, 0.71513)
S (-0.20055, 1.43026, 2.25788)
C (1.15658, 1.54725, 3.31760)
N (1.14035, 0.97770, 4.57346)
C (2.21476, 1.02472, 5.44065)
C (3.36941, 1.66477, 5.02942)
C (3.43629, 2.24996, 3.75901)
C (2.32058, 2.19253, 2.91512)
H (0.28023, 0.51144, 4.86874)
H (2.06343, 0.54891, 6.42180)
H (4.20894, 1.70428, 5.70873)
H (4.35256, 2.76581, 3.43002)
H (2.32899, 2.62899, 1.90998)

Atomic partial charges in e from the Mulliken method, atoms 1 to 4:
1 C 1.23
2 C -1.21
3 C -1.21
4 C -1.21